(1)
This record from the Open Molecules 2025 dataset describes a 2-piece molecular cluster, C3H9O2S overall at a distorted geometry. The level of theory is ωB97M-V with the def2-TZVPD basis set.

```
! wB97M-V def2-TZVPD RIJCOSX def2/J DEFGRID3
* xyz -1 1
C -0.68697 0.20778 -0.46506
O -0.56761 -0.61862 0.50447
C 0.85119 0.84723 -0.81072
C 1.94901 -0.19414 -0.36441
S 2.20494 -0.14060 1.49998
H -1.45462 1.03633 -0.25026
H -1.14782 -0.03265 -1.40900
H 1.31345 0.96421 -1.76938
H 0.75313 1.84350 -0.25081
H 2.87279 -0.21579 -0.97654
H 1.43105 -1.18440 -0.43952
H 0.92047 -0.03531 1.73280
H -3.31144 -0.77619 0.42838
H -2.05566 -0.80998 1.18725
O -3.07191 -0.89136 1.38282
*
```

Values from the calculation:
HOMO: -3.54 eV
Orbital gap: 7.210 eV
Relative energy (zero: lowest compared OMol25 entry of this formula, charge and spin): 1.709 eV
E: -668.3310 Ha

Atomic partial charges in e from the Löwdin method, atoms 1 to 6:
1 C -0.51
2 O -0.33
3 C -0.23
4 C -0.54
5 S 0.58
6 H 0.09

---

(2)
This record from the Open Molecules 2025 dataset describes C12H26N4O7Pb as an isolated structure at a distorted geometry. The level of theory is ωB97M-V with the def2-TZVPD basis set.

```
! wB97M-V def2-TZVPD RIJCOSX def2/J DEFGRID3
* xyz 0 1
O -3.13979 0.46710 -0.59650
H -3.46277 -0.49579 -0.72313
Pb -1.36077 0.03338 0.94056
N 0.16836 -1.82134 -1.78942
N -2.08557 -2.06972 -0.66419
N 0.50018 1.70467 0.25132
N -1.85819 2.40992 0.78691
O 1.33903 -1.65020 -2.25845
O 1.79681 1.42013 -0.14736
O -3.15423 2.92917 0.85860
O -3.37587 -2.06791 -0.57865
C -1.49441 -3.24492 -0.97809
C -0.17334 -3.10565 -1.47167
C 0.39910 2.90756 0.85327
C -0.94140 3.29920 1.15601
C 0.74635 -4.25708 -1.61137
H 1.04037 -4.64962 -0.62495
H 1.64585 -3.95227 -2.15476
H 0.25825 -5.08029 -2.15247
C -2.16860 -4.54256 -0.74411
H -3.25693 -4.41852 -0.79141
H -1.91198 -4.95333 0.24602
H -1.86476 -5.29136 -1.48808
C 1.54501 3.81441 1.11477
C -1.35688 4.60948 1.69724
H 2.44925 3.44080 0.62421
H 1.74447 3.91040 2.19475
H 1.32673 4.82387 0.73848
H -2.26596 4.52304 2.30414
H -1.55994 5.31885 0.87855
H -0.55165 5.03307 2.31068
H 1.79044 1.24215 -1.17787
H -3.69527 2.26029 0.39215
C -2.08541 0.74022 -1.64242
H -1.28575 -0.02659 -1.67214
H -1.68343 1.74193 -1.45198
H -2.60799 0.74289 -2.61089
O 2.02218 0.92122 -2.63845
H 2.98102 0.94207 -2.80291
H 1.76045 -0.04685 -2.64946
C 1.79814 -0.18846 2.78762
C 1.85682 -0.97711 1.51789
C 3.22748 -1.24242 0.98877
O 0.84467 -1.34302 0.89210
H 2.68196 -0.40041 3.40295
H 0.89909 -0.42581 3.37017
H 1.81364 0.88651 2.55372
H 3.19696 -2.05431 0.25553
H 3.59435 -0.33098 0.49405
H 3.91393 -1.48582 1.81026
*
```

Values from the calculation:
HOMO (alpha / beta): -7.72 / -5.37 eV
Orbital gap (alpha / beta): 7.557 / 4.436 eV
Relative energy (zero: lowest compared OMol25 entry of this formula, charge and spin): 0.056 eV
E: -1411.1056 Ha

Atomic partial charges in e from the Löwdin method, atoms 1 to 6:
1 O -0.34
2 H 0.03
3 Pb 1.54
4 N -0.03
5 N -0.15
6 N -0.12

---

(3)
This record from the Open Molecules 2025 dataset describes a single C3H9BrSSi molecule. The level of theory is ωB97M-V with the def2-TZVPD basis set.

```
! wB97M-V def2-TZVPD RIJCOSX def2/J DEFGRID3
* xyz 0 1
C -0.30799 0.29804 1.94407
C 1.73808 0.13063 -0.46985
C -1.34139 0.62494 -1.03376
Si -0.04671 -0.15316 0.12099
S -0.39367 -2.34072 0.09835
Br -0.06171 -2.68744 -2.02400
H -1.31845 0.07270 2.27169
H 0.37596 -0.24105 2.59274
H -0.13990 1.35893 2.09286
H 1.87546 -0.20318 -1.49553
H 1.99458 1.18469 -0.42908
H 2.45244 -0.40762 0.14890
H -1.20936 0.29268 -2.06064
H -2.35274 0.36281 -0.73155
H -1.26461 1.70777 -1.02517
*
```

Values from the calculation:
HOMO: -8.85 eV
Orbital gap: 8.822 eV
Relative energy (zero: lowest compared OMol25 entry of this formula, charge and spin): 0.577 eV
E: -3381.4557 Ha

Atomic partial charges in e from the Löwdin method, atoms 1 to 6:
1 C -0.21
2 C -0.22
3 C -0.22
4 Si 0.23
5 S 0.06
6 Br 0.16

---

(4)
This record from the Open Molecules 2025 dataset describes a 2-piece molecular cluster, C29H26N2O2 overall at a distorted geometry. The level of theory is ωB97M-V with the def2-TZVPD basis set.

```
! wB97M-V def2-TZVPD RIJCOSX def2/J DEFGRID3
* xyz 0 1
C 2.89080 2.02335 2.89054
C 2.86717 0.55029 2.71040
C 1.79515 -0.18414 3.23957
N 0.80849 0.54280 3.91612
C 0.37102 1.77414 3.48960
N -0.70764 2.03517 4.25129
C -1.62768 3.12628 4.05403
C -0.85872 1.06001 5.25234
C 0.07498 0.12961 5.03900
C 1.67761 -1.57593 3.08656
C 0.45645 -2.33408 3.50402
C 2.73364 -2.23976 2.45483
C 3.84465 -1.54265 1.96834
C 4.95994 -2.30349 1.32944
C 3.90344 -0.14932 2.08829
H 3.77505 2.43919 2.39064
H 1.98048 2.47022 2.42712
H 2.96622 2.30661 3.95461
H -1.41610 3.63440 3.10709
H -2.65195 2.73835 4.03235
H -1.57608 3.85738 4.86907
H -1.62065 1.10615 6.00111
H 0.30777 -0.76813 5.58120
H 0.57524 -3.37814 3.18273
H 0.32702 -2.36272 4.59476
H -0.46776 -1.96065 3.03243
H 2.68417 -3.32785 2.33312
H 5.75516 -1.61171 1.03833
H 5.35280 -3.05593 2.02638
H 4.59897 -2.82921 0.43809
H 4.78400 0.38633 1.71415
C 3.52523 -2.54614 -2.35242
C 2.15385 -2.42222 -2.13672
C 1.65341 -1.19894 -1.71729
C 2.50155 -0.10484 -1.49744
C 3.86519 -0.21151 -1.73954
C 4.37868 -1.43687 -2.16499
C 1.72203 1.03541 -0.94054
O 2.17250 2.07444 -0.46342
C 0.28952 0.60652 -0.96476
C -0.76030 1.43488 -0.70533
C -2.13931 0.99965 -0.59527
C -2.50480 -0.16012 0.13861
C -3.81676 -0.62227 0.12158
C -4.80148 0.08211 -0.58825
C -4.46674 1.25870 -1.27753
C -3.15886 1.73522 -1.24655
C 0.24355 -0.82155 -1.42624
O -0.72133 -1.56213 -1.55327
H 3.94123 -3.50015 -2.67145
H 1.45598 -3.24763 -2.27718
H 4.49387 0.66639 -1.59525
H 5.44574 -1.54240 -2.35249
H -0.54389 2.50957 -0.72227
H -1.74439 -0.67327 0.72613
H -4.06145 -1.53491 0.66894
H -5.82221 -0.29687 -0.60808
H -5.22567 1.80532 -1.83948
H -2.86878 2.65512 -1.76116
*
```

Values from the calculation:
HOMO: -7.90 eV
Orbital gap: 7.150 eV
Relative energy (zero: lowest compared OMol25 entry of this formula, charge and spin): 0.180 eV
E: -1380.6151 Ha

Atomic partial charges in e from the Löwdin method, atoms 1 to 6:
1 C -0.09
2 C -0.20
3 C -0.14
4 N -0.03
5 C -0.02
6 N -0.16

---

(5)
This record from the Open Molecules 2025 dataset describes C26H21Br2N3O4STl as an isolated structure. The level of theory is ωB97M-V with the def2-TZVPD basis set.

```
! wB97M-V def2-TZVPD RIJCOSX def2/J DEFGRID3
* xyz -1 1
Tl -0.00248 0.48230 -1.69307
O 6.30676 -2.11131 0.48308
C 5.05304 -1.62710 0.27701
C 4.68250 -0.33152 0.62201
C 3.38104 0.06098 0.37120
N 2.47131 -0.73723 -0.18446
C 2.84962 -1.95610 -0.49396
Br 1.51830 -3.07010 -1.25683
C 4.11973 -2.47415 -0.29692
H 6.84898 -1.42212 0.87983
H 5.38878 0.35236 1.07731
H 3.02558 1.05412 0.62414
H 4.37677 -3.48599 -0.57076
Br -7.35223 3.02921 1.66877
C -5.72537 3.25244 0.69705
C -5.35084 4.52384 0.29695
C -4.16073 4.67588 -0.40210
C -3.36696 3.57756 -0.71000
C -3.76874 2.31226 -0.29591
C -4.94848 2.14161 0.41655
C -2.04499 3.76676 -1.45602
O -1.62959 4.93965 -1.57310
O -1.45649 2.71228 -1.79981
H -5.97437 5.37586 0.53276
H -3.82371 5.65270 -0.72462
H -3.13081 1.46422 -0.51260
H -5.25437 1.16149 0.75841
C -8.51902 -6.98451 -0.46222
C -7.42664 -5.94343 -0.56565
O -6.69793 -5.85002 -1.51359
S -7.33131 -4.91550 0.89182
C -5.93619 -3.88980 0.53975
C -4.70493 -4.17767 1.11848
C -3.61824 -3.35317 0.88713
C -3.73303 -2.22213 0.06970
C -4.97854 -1.95405 -0.51379
C -6.06787 -2.77208 -0.27774
C -2.61589 -1.35871 -0.15554
C -1.68095 -0.58290 -0.30818
H -8.96518 -7.12706 -1.44454
H -9.28136 -6.70726 0.26434
H -8.06341 -7.92495 -0.14855
H -4.60331 -5.04954 1.75259
H -2.66003 -3.57026 1.34018
H -5.07611 -1.08678 -1.15393
H -7.02652 -2.54634 -0.72691
C 1.47945 3.78797 -1.08845
C 0.71461 3.25533 0.06980
N 0.66967 1.99967 0.46511
C -0.22216 1.96922 1.52187
C -0.71748 3.21169 1.74564
N -0.08897 4.03158 0.83049
H 1.98024 2.96520 -1.59521
H 2.22757 4.51589 -0.76485
H 0.78554 4.26248 -1.78426
H -0.48834 1.04014 1.99664
H -1.45812 3.57907 2.43337
H -0.42878 4.92780 0.51407
*
```

Values from the calculation:
HOMO: -4.97 eV
Orbital gap: 6.937 eV
Relative energy (zero: lowest compared OMol25 entry of this formula, charge and spin): 1.258 eV
E: -7187.3783 Ha

Atomic partial charges in e from the Löwdin method, atoms 1 to 6:
1 Tl 0.68
2 O 0.06
3 C -0.32
4 C -0.01
5 C -0.12
6 N 0.00

---

(6)
This record from the Open Molecules 2025 dataset describes a single C4H6N4 molecule at a distorted geometry. The level of theory is ωB97M-V with the def2-TZVPD basis set.

```
! wB97M-V def2-TZVPD RIJCOSX def2/J DEFGRID3
* xyz 0 1
C -2.17949 -0.86249 0.30922
C -1.80451 0.15166 1.14261
C -0.24619 -0.31635 -0.30733
C 1.07680 -0.32055 -1.00972
N -1.18845 -1.17373 -0.53172
N 2.84191 1.01300 -0.74472
N 1.80538 0.58629 -0.22462
N -0.53852 0.48000 0.77663
H -3.08721 -1.60765 0.33901
H -2.47078 0.64548 1.97317
H 1.49703 -1.28831 -0.81534
H 1.03420 -0.15811 -2.11068
H 3.17514 1.74919 -0.08496
H 0.08470 1.10155 1.28844
*
```

Values from the calculation:
HOMO: -8.55 eV
Orbital gap: 9.074 eV
Relative energy (zero: lowest compared OMol25 entry of this formula, charge and spin): 2.375 eV
E: -374.9741 Ha

Atomic partial charges in e from the Löwdin method, atoms 1 to 6:
1 C -0.21
2 C -0.14
3 C -0.36
4 C -0.16
5 N 0.08
6 N 0.08